Record 1
Formula: C6H9NO3
Source: OMol25
Level of theory: wB97M-V/def2-TZVPD

Positions of all 19 atoms, in Å:
C1 -0.80508 -1.05926 -0.41246
C2 0.18477 -1.95301 -1.00252
C3 0.63574 1.70325 1.42889
C4 -0.29495 0.88350 -1.07125
C5 -0.51387 -0.56424 0.94345
C6 0.67254 0.37207 0.67293
O1 0.73813 0.94232 -1.92728
N1 -1.19330 -0.56972 2.01726
O2 -1.27487 1.57425 -1.20104
O3 1.77725 -0.18631 0.42970
H1 0.47584 1.53347 -2.65629
H2 -1.83227 -1.01627 -0.76221
H3 -2.01275 -1.17850 1.93887
H4 -0.05033 -2.26379 -2.01890
H5 1.17575 -1.41483 -0.89197
H6 0.38242 -2.81963 -0.36064
H7 1.49763 2.29462 1.12168
H8 0.72480 1.47014 2.49037
H9 -0.28744 2.25194 1.26139

- Kohn-Sham gap (alpha / beta) (eV) = 8.008 / 8.008
- HOMO (alpha / beta) (Ha) = -0.33664 / -0.33662
- E_LUMO (alpha / beta) (eV) = -1.15 / -1.15
- energy above the lowest of the compared OMol25 structures with the same formula, charge and spin (kcal/mol) = 86.74
- spin multiplicity = 1
- calculated total energy (Ha) = -514.3746
- charge = 0

Partial charges, Löwdin, in e:
1 C -0.041
2 C -0.064
3 C 0.006
4 C -0.426
5 C -0.338
6 C -0.458
7 O 0.100
8 N 0.192
9 O 0.100
10 O 0.021
11 H 0.138
12 H 0.136
13 H 0.066
14 H 0.091
15 H 0.099
16 H 0.108
17 H 0.093
18 H 0.093
19 H 0.084


Record 2
Formula: C6H9NO3
Source: OMol25
Level of theory: wB97M-V/def2-TZVPD

Positions of all 19 atoms, in Å:
C1 0.71820 -1.68544 -0.18777
C2 -0.60742 -1.86320 0.01112
C3 1.57224 -0.53192 0.21435
C4 1.25416 0.87879 -0.48812
C5 0.41650 1.78671 0.47456
C6 -0.99591 1.41116 0.17216
N1 -1.64567 -1.03199 0.54990
O1 -1.18811 0.24863 0.85322
O2 -2.75978 -0.95833 -0.37090
O3 -1.70207 1.92252 -0.62953
H1 1.24698 -2.43304 -0.83573
H2 -1.13939 -2.71127 -0.45268
H3 1.72483 -0.47157 1.27967
H4 2.47114 -0.95294 -0.13724
H5 2.13934 1.50240 -0.75461
H6 0.72494 0.73312 -1.44534
H7 0.64318 1.50928 1.42379
H8 0.52635 2.92321 0.25512
H9 -3.39950 -0.27612 0.06803

- Kohn-Sham gap (alpha / beta) (eV) = 6.056 / 7.659
- HOMO (alpha / beta) (Ha) = -0.19131 / -0.35696
- E_LUMO (alpha / beta) (eV) = 0.85 / -2.05
- energy above the lowest of the compared OMol25 structures with the same formula, charge and spin (kcal/mol) = 88.64
- spin multiplicity = 3
- expectation value of S² = 2.008
- calculated total energy (Ha) = -514.1856
- charge = 0

Partial charges, Löwdin, in e:
1 C -0.113
2 C -0.093
3 C -0.177
4 C -0.115
5 C -0.096
6 C -0.496
7 N -0.071
8 O -0.007
9 O -0.030
10 O 0.154
11 H 0.121
12 H 0.118
13 H 0.109
14 H 0.076
15 H 0.113
16 H 0.120
17 H 0.073
18 H 0.160
19 H 0.154


Q: Look up the calculated total energy of the second one.
A: -514.1856 Ha


Q: Number 2 is which compound?
A: C6H9NO3